[1]
An isolated molecule of C4H7NO, computed with ωB97M-V/def2-TZVPD.

ORCA input file:
```
! wB97M-V def2-TZVPD RIJCOSX def2/J DEFGRID3
* xyz 0 1
O -1.20982 1.17161 -1.51351
N -0.34092 0.08434 -1.47324
C 0.19880 -0.07146 -0.32618
C -0.07741 0.79540 0.87676
C -0.83522 0.29884 2.02890
C 1.14546 -1.22739 -0.17876
H -1.52687 1.14928 -2.42523
H 0.78266 1.41968 1.15327
H -0.86891 1.53604 0.60171
H 2.11146 -0.90160 0.22444
H -1.42051 -0.57761 1.66547
H 1.30526 -1.70432 -1.14804
H 0.73601 -1.97282 0.51439
*
```

Largest force on an atom in eV Å⁻¹: 0.63
E_LUMO in hartree: -0.00706
Total energy in eV: -7793.547
Relative energy (zero: lowest compared OMol25 entry of this formula, charge and spin) in kcal per mole: 140.6

From a natural (NBO) analysis of the wavefunction, the atomic charges in e read: -0.587, -0.138, 0.215, -0.673, -0.002, -0.647, 0.484, 0.244, 0.331, 0.221, 0.091, 0.238, 0.222



[2]
A structure of composition C4H7NO at a distorted geometry, computed with ωB97M-V/def2-TZVPD.

ORCA input file:
```
! wB97M-V def2-TZVPD RIJCOSX def2/J DEFGRID3
* xyz 0 1
C -0.36374 0.82811 1.15974
C -0.42232 -0.64860 0.83803
C 0.07121 -0.99571 -0.54325
O 0.89270 -1.85135 -0.79873
C -0.65832 -0.31786 -1.64235
N -1.25088 0.18876 -2.49627
H -0.74596 1.02168 2.16271
H 0.65374 1.18907 1.12127
H -0.95173 1.39789 0.45116
H -1.44847 -0.99416 0.89271
H 0.15997 -1.22455 1.54472
H 1.93260 1.11162 -1.31249
H 2.22810 0.39422 -1.30221
*
```

Largest force on an atom in eV Å⁻¹: 1.26
E_LUMO in hartree: -0.01314
Total energy in eV: -7797.345
Relative energy (zero: lowest compared OMol25 entry of this formula, charge and spin) in kcal per mole: 53.0

From a natural (NBO) analysis of the wavefunction, the atomic charges in e read: -0.606, -0.491, 0.513, -0.460, 0.161, -0.249, 0.226, 0.215, 0.218, 0.237, 0.235, -0.008, 0.008



[3]
A structure of composition C4H7NO, computed with ωB97M-V/def2-TZVPD.

ORCA input file:
```
! wB97M-V def2-TZVPD RIJCOSX def2/J DEFGRID3
* xyz 0 1
C -1.03214 -1.37273 -0.26239
C -0.29415 -0.06478 -0.22736
C -0.10740 0.83765 1.00139
N 1.34234 0.95919 0.63426
C 1.05845 0.24782 -0.49230
O 1.53276 0.23863 -1.69002
H -0.74666 -1.96267 -1.13962
H -0.84102 -1.98679 0.62887
H -2.11358 -1.21254 -0.32212
H 0.23984 0.28682 -1.65491
H -0.24629 0.37171 1.98155
H -0.61331 1.80656 0.96538
H 1.82116 1.85114 0.57727
*
```

Largest force on an atom in eV Å⁻¹: 0.43
E_LUMO in hartree: 0.03049
Total energy in eV: -7795.035
Relative energy (zero: lowest compared OMol25 entry of this formula, charge and spin) in kcal per mole: 106.3

From a natural (NBO) analysis of the wavefunction, the atomic charges in e read: -0.619, -0.380, -0.203, -0.579, 0.555, -0.679, 0.224, 0.201, 0.215, 0.492, 0.191, 0.196, 0.386



[4]
An isolated molecule of C4H7NO, computed with ωB97M-V/def2-TZVPD.

ORCA input file:
```
! wB97M-V def2-TZVPD RIJCOSX def2/J DEFGRID3
* xyz 0 1
C 0.40832 -0.42212 -1.51321
N 0.05009 0.04797 -0.19008
C -1.08778 0.92594 -0.00555
C 0.74484 -0.00005 2.25851
C 0.70736 -0.34616 0.89622
O 1.67634 -1.13628 1.01993
H 0.65146 0.42813 -2.16107
H 1.28286 -1.07042 -1.42911
H -0.41658 -0.98615 -1.96375
H -2.03406 0.36828 -0.02392
H -1.10504 1.68925 -0.79139
H -0.98277 1.42666 0.96415
H 0.14543 -0.72091 2.83437
*
```

Largest force on an atom in eV Å⁻¹: 0.32
E_LUMO in hartree: 0.02074
Total energy in eV: -7795.452
Relative energy (zero: lowest compared OMol25 entry of this formula, charge and spin) in kcal per mole: 96.7

From a natural (NBO) analysis of the wavefunction, the atomic charges in e read: -0.412, -0.405, -0.405, -0.169, 0.505, -0.538, 0.201, 0.239, 0.199, 0.197, 0.206, 0.226, 0.156



[5]
A structure of composition C4H7NO, computed with ωB97M-V/def2-TZVPD.

ORCA input file:
```
! wB97M-V def2-TZVPD RIJCOSX def2/J DEFGRID3
* xyz 0 1
C 1.09360 -0.38776 0.94660
C 0.19589 0.67181 0.69306
N 0.30733 1.15183 -0.67328
C -0.58464 0.11172 -1.19906
C -0.64366 -0.75051 0.09439
O -1.57570 -1.33648 0.64329
H 2.02160 -0.47880 0.37874
H 0.40840 -1.41533 0.01401
H 1.01698 -0.91741 1.89108
H -0.33699 1.21541 1.46976
H -0.06168 2.08471 -0.80523
H -0.22831 -0.40119 -2.10082
H -1.61284 0.45200 -1.35255
*
```

Largest force on an atom in eV Å⁻¹: 0.47
E_LUMO in hartree: 0.02486
Total energy in eV: -7794.554
Relative energy (zero: lowest compared OMol25 entry of this formula, charge and spin) in kcal per mole: 117.4

From a natural (NBO) analysis of the wavefunction, the atomic charges in e read: -0.296, -0.168, -0.629, -0.252, 0.341, -0.660, 0.236, 0.165, 0.243, 0.235, 0.375, 0.198, 0.212



[6]
An isolated molecule of C4H7NO at a distorted geometry, computed with ωB97M-V/def2-TZVPD.

ORCA input file:
```
! wB97M-V def2-TZVPD RIJCOSX def2/J DEFGRID3
* xyz 0 1
C -1.13628 -0.12799 1.03618
C -0.59013 0.21372 -0.34482
C 0.70419 0.97326 -0.32203
N 1.87577 -0.17812 -0.16833
C 1.24695 -1.16553 -0.64974
O -0.18567 -0.99327 -1.00936
H -2.13657 -0.56477 1.04975
H -0.46790 -0.84143 1.51193
H -1.12908 0.76281 1.65456
H -1.22778 0.96714 -0.90036
H 0.89953 1.31180 -1.33884
H 0.62169 1.85153 0.34939
H 1.52529 -2.20914 -0.86834
*
```

Largest force on an atom in eV Å⁻¹: 2.71
E_LUMO in hartree: 0.03741
Total energy in eV: -7797.582
Relative energy (zero: lowest compared OMol25 entry of this formula, charge and spin) in kcal per mole: 47.6
SMILES string: C[C@H]1CN=CO1

From a natural (NBO) analysis of the wavefunction, the atomic charges in e read: -0.636, 0.057, -0.259, -0.433, 0.340, -0.538, 0.221, 0.218, 0.208, 0.203, 0.203, 0.214, 0.204



[7]
An isolated molecule of C4H7NO at a distorted geometry, computed with ωB97M-V/def2-TZVPD.

ORCA input file:
```
! wB97M-V def2-TZVPD RIJCOSX def2/J DEFGRID3
* xyz 0 1
C -0.97175 -0.67055 0.28209
C -0.24489 0.48289 -0.41750
C 1.16937 0.73394 0.12011
C 2.08093 -0.41261 -0.06518
H -2.81800 -0.11845 0.00668
H -0.43459 -1.61623 0.12720
H -0.98216 -0.44159 1.35686
H -0.18448 0.29166 -1.50777
H -0.82845 1.39298 -0.27890
H 1.12497 0.93638 1.20873
H 1.58257 1.61695 -0.36535
N 2.77019 -1.33356 -0.21759
O -2.26371 -0.86183 -0.24937
*
```

Largest force on an atom in eV Å⁻¹: 1.55
E_LUMO in hartree: 0.02449
Total energy in eV: -7798.523
Relative energy (zero: lowest compared OMol25 entry of this formula, charge and spin) in kcal per mole: 25.9
SMILES string: N#CCCCO

From a natural (NBO) analysis of the wavefunction, the atomic charges in e read: -0.064, -0.405, -0.511, 0.280, 0.463, 0.193, 0.154, 0.219, 0.203, 0.243, 0.254, -0.324, -0.705



[8]
An isolated molecule of C4H7NO at a distorted geometry, computed with ωB97M-V/def2-TZVPD.

ORCA input file:
```
! wB97M-V def2-TZVPD RIJCOSX def2/J DEFGRID3
* xyz 0 1
C 1.52063 0.16862 -0.45910
C 0.70323 0.44525 0.77132
O 0.95010 1.35946 1.52181
N -0.41782 -0.34734 1.01839
C -1.16076 -1.05531 0.01994
C -1.26405 0.40894 -0.02810
H 1.70880 1.13022 -0.93638
H 2.44980 -0.23849 -0.06799
H 1.07695 -0.53180 -1.17667
H -1.99302 -1.55590 0.49164
H -0.69128 -1.60517 -0.79330
H -2.01867 1.00262 0.45794
H -0.83398 0.90258 -0.91562
*
```

Largest force on an atom in eV Å⁻¹: 1.54
E_LUMO in hartree: 0.03472
Total energy in eV: -7796.971
Relative energy (zero: lowest compared OMol25 entry of this formula, charge and spin) in kcal per mole: 61.6
SMILES string: CC(=O)N1CC1

From a natural (NBO) analysis of the wavefunction, the atomic charges in e read: -0.737, 0.678, -0.571, -0.431, -0.245, -0.253, 0.242, 0.249, 0.209, 0.220, 0.199, 0.227, 0.213



[9]
A cluster of 2 separate species, C4H7NO in total, computed with ωB97M-V/def2-TZVPD.

ORCA input file:
```
! wB97M-V def2-TZVPD RIJCOSX def2/J DEFGRID3
* xyz 0 1
C 0.75386 1.66766 -0.54586
C 0.50769 -0.14498 -0.87358
O -0.05437 0.33024 0.24953
C -0.92572 -1.39732 1.35660
C -0.44471 -2.05164 0.26989
N 0.09630 -2.25675 -0.76932
H 1.65857 1.75581 0.04580
H 0.95428 1.83632 -1.60741
H -0.02413 2.35408 -0.22233
H 1.54990 -0.45675 -0.86939
H -0.06941 -0.19897 -1.79266
H -1.98671 -1.18328 1.41844
H -0.35573 -1.42697 2.27865
*
```

Largest force on an atom in eV Å⁻¹: 0.93
E_LUMO (alpha / beta) in hartree: 0.01436 / 0.01434
Total energy in eV: -7792.987
Relative energy (zero: lowest compared OMol25 entry of this formula, charge and spin) in kcal per mole: 153.5

From a natural (NBO) analysis of the wavefunction, the atomic charges in e read: -0.371, 0.057, -0.500, -0.546, 0.272, -0.451, 0.221, 0.221, 0.233, 0.204, 0.203, 0.229, 0.229